The following is a DFT calculation (the ωB97M-V functional and the def2-TZVPD basis) of 2 unconnected molecules or ions with the total composition C5H11O2.

```
18
Properties=species:S:1:pos:R:3:forces:R:3
C 2.349833 -1.382242 1.006809 -1.4 0.1 1.1
C 2.405680 0.032665 0.473164 3.9 0.9 0.5
H 2.649015 -1.394356 2.086909 0.1 -0.3 -0.9
H 1.269241 -1.574078 1.032139 0.1 -0.5 0.1
H 2.777196 -2.217841 0.436897 0.3 0.6 0.1
H 1.695006 0.698063 0.913815 -0.5 0.2 0.3
H 3.477638 0.499117 0.617790 -1.7 -0.7 0.3
H 2.334574 0.154712 -0.568259 -0.8 -0.3 -1.4
C -2.022344 -0.044897 -0.973395 0.4 1.5 -3.9
C -2.389826 0.200251 0.431352 -2.0 -0.5 0.8
C -1.117112 1.352194 -1.517148 -2.6 -2.0 0.1
O 0.020209 1.212155 -1.126914 2.7 0.7 0.4
O -1.715695 2.266181 -2.128437 0.2 -0.8 0.5
H -1.522814 -0.976878 -1.258337 0.5 0.2 0.6
H -2.816023 -0.006278 -1.721753 -0.8 -0.1 0.5
H -3.554537 0.335062 0.591393 2.1 -1.3 0.3
H -2.117986 1.185075 0.565817 0.7 2.4 0.8
H -1.722055 -0.338905 1.138159 -1.2 -0.2 -0.1
```
Forces are in eV/Å.

Output
Net charge: -1

How positive or negative is each atom? The natural (NBO) charges in e answer that: -0.62, -0.59, 0.19, 0.21, 0.20, 0.23, 0.15, 0.23, -0.58, -0.63, 0.82, -0.79, -0.79, 0.18, 0.19, 0.18, 0.22, 0.20

***

The following is a DFT calculation (the ωB97M-V functional and the def2-TZVPD basis) of a molecular structure, C39H39BBrF14N3OSrTe.

```
100
Properties=species:S:1:pos:R:3:forces:R:3
Sr -0.939238 0.421460 0.401480 -0.6 -0.3 0.3
C -0.036829 1.621364 -2.911054 0.0 0.0 0.0
N 0.189421 1.882561 -1.488820 0.1 0.0 0.0
C 0.060305 3.324295 -1.193248 0.0 0.1 0.0
C -1.200245 3.665864 -0.399852 0.1 0.1 0.0
N -1.288264 2.920800 0.841812 0.1 -0.1 0.0
C -0.644472 3.341003 1.938427 -0.1 0.0 -0.1
C 0.187031 4.469031 2.159781 0.0 0.1 0.1
F 0.440086 5.356051 1.160019 0.0 0.0 0.0
C 0.798730 4.741780 3.371667 0.0 0.0 0.0
F 1.560882 5.845017 3.484990 0.0 0.0 0.0
C 0.636379 3.923095 4.469605 0.0 0.0 0.0
F 1.220792 4.208476 5.652714 0.0 0.0 0.0
C -0.161991 2.799235 4.313654 0.1 0.0 0.0
F -0.320441 1.950873 5.343136 0.0 0.0 0.0
C -0.761699 2.539348 3.110604 -0.1 0.0 0.0
F -1.486848 1.394736 3.005869 0.1 0.0 0.0
C 1.500846 1.396732 -1.026991 0.1 0.0 -0.1
C 1.820648 -0.097526 -1.211587 0.1 0.1 0.1
N 3.164266 -0.345763 -0.719967 -0.1 0.0 0.0
C 4.186641 -0.086195 -1.520080 0.0 0.0 0.0
C 4.219387 0.445724 -2.850504 0.1 0.0 0.0
F 3.067344 0.799509 -3.483333 0.0 0.0 -0.1
C 5.375118 0.669419 -3.572782 0.0 0.0 0.0
F 5.284697 1.185310 -4.816261 0.0 0.0 0.0
C 6.623069 0.391539 -3.054954 0.0 0.0 0.0
F 7.758401 0.611119 -3.765461 0.0 0.0 0.0
C 6.665910 -0.121418 -1.768056 0.0 0.0 0.0
F 7.867571 -0.403362 -1.218231 0.0 0.0 0.0
C 5.518431 -0.346047 -1.051711 0.0 0.0 0.0
F 5.674198 -0.844742 0.197338 0.0 0.0 0.0
H -1.033344 1.971580 -3.180755 0.0 0.0 0.0
H 0.001248 0.558384 -3.127595 0.0 0.0 0.0
H 0.708996 2.137985 -3.531127 0.0 0.0 0.0
H 0.080155 3.894186 -2.130714 0.0 0.0 0.0
H 0.927454 3.646828 -0.611982 0.0 0.0 0.0
H -2.075800 3.409213 -1.007571 0.0 0.0 0.0
H -1.218159 4.753114 -0.266656 -0.1 0.0 0.0
H 1.563614 1.615508 0.047094 0.1 0.1 0.1
H 2.313595 1.972802 -1.491713 0.0 0.0 0.0
H 1.636859 -0.413186 -2.239668 0.0 0.0 0.0
H 1.151680 -0.730889 -0.602631 0.0 0.1 -0.1
C -6.417907 -5.610985 3.107019 0.0 0.0 0.0
C -6.672736 -4.172053 3.578145 0.0 0.0 0.0
C -8.098633 -3.789676 3.178014 0.0 0.0 0.0
C -6.584454 -4.125911 5.110281 0.0 0.0 0.0
C -5.629812 -3.236756 2.967132 0.0 0.0 0.0
C -4.280920 -3.427880 3.247139 0.0 0.0 0.0
C -3.331222 -2.601103 2.688451 0.0 0.0 0.0
Br -1.494179 -2.887250 3.109578 0.0 0.0 0.0
C -3.627681 -1.536432 1.805459 0.1 0.0 0.1
O -2.699105 -0.805591 1.304091 0.0 0.2 0.1
C -5.014979 -1.332752 1.542520 0.0 0.0 0.0
C -5.953743 -2.178785 2.117760 0.0 0.0 0.0
C -5.420087 -0.158339 0.651403 0.0 0.0 0.0
C -4.681172 -0.214128 -0.702076 0.0 0.0 -0.1
C -6.925927 -0.147083 0.364006 0.0 0.0 0.0
C -5.078596 1.155500 1.372896 0.0 0.0 0.0
H -7.151016 -6.297426 3.543213 0.0 0.0 0.0
H -5.421400 -5.948729 3.394851 0.0 0.0 0.0
H -6.486825 -5.672689 2.019381 0.0 0.0 0.0
H -8.806703 -4.482587 3.640703 0.0 0.0 0.0
H -8.237255 -3.838259 2.096341 0.0 0.0 0.0
H -8.348973 -2.779673 3.508987 0.0 0.0 0.0
H -7.319057 -4.801510 5.560383 0.0 0.0 0.0
H -6.775546 -3.113622 5.472032 0.0 0.0 0.0
H -5.594090 -4.421356 5.458698 0.0 0.0 0.0
H -3.952761 -4.225352 3.903240 0.0 0.0 0.0
H -6.995086 -2.008950 1.888615 0.0 0.0 0.0
H -4.403692 -1.228752 -0.982925 0.0 0.0 0.0
H -3.764558 0.369318 -0.678755 0.0 0.0 0.0
H -5.303021 0.201345 -1.499427 0.0 0.0 0.0
H -7.240274 -1.045649 -0.172906 0.0 0.0 0.0
H -7.158688 0.717255 -0.261978 0.0 0.0 0.0
H -7.517592 -0.062732 1.278812 0.0 0.0 0.0
H -4.024789 1.192287 1.647505 0.0 0.0 0.0
H -5.676330 1.258885 2.283114 0.0 0.0 0.0
H -5.290805 2.010114 0.722809 0.0 0.0 0.0
C 1.790630 -0.892924 4.594712 0.0 0.1 0.0
Te 1.626400 -0.408675 2.522956 0.1 -0.1 -0.1
C 3.747528 -0.378932 2.485541 0.0 0.0 0.0
C 4.198265 -0.632388 3.897042 0.0 0.0 0.0
C 5.558146 -0.632254 4.206320 0.0 0.0 0.0
C 5.992533 -0.860604 5.500145 0.0 0.0 0.0
C 5.064763 -1.092672 6.509209 0.0 0.0 0.0
C 3.713363 -1.097984 6.209749 0.0 0.0 0.0
C 3.267582 -0.871848 4.908140 0.0 0.0 0.0
H 1.359916 -1.878909 4.760714 0.0 0.0 0.0
H 1.241938 -0.167900 5.192768 0.0 0.0 0.0
H 4.089985 0.582360 2.110776 0.0 0.0 0.0
H 4.072344 -1.141542 1.785102 0.0 0.0 0.0
H 6.275013 -0.453067 3.413296 0.0 0.0 0.0
H 7.052378 -0.856337 5.723313 0.0 0.0 0.0
H 5.395219 -1.267731 7.525751 0.0 0.0 0.0
H 2.985055 -1.277132 6.992661 0.0 0.0 0.0
F -1.382449 -1.074340 -1.395471 0.0 0.0 -0.3
B -1.730400 -1.518275 -2.747615 0.0 0.0 0.0
F -2.460468 -2.690426 -2.645043 0.0 0.0 0.0
F -0.534622 -1.714183 -3.437665 0.0 0.0 0.0
F -2.481523 -0.494232 -3.335989 0.0 0.0 0.1
```
Forces are in eV/Å.

Output
Net charge: -2

Löwdin atomic charge list, values in e, 99 entries: 1.40, -0.07, -0.29, -0.19, -0.25, -0.11, -0.23, -0.13, 0.05, -0.16, 0.09, -0.17, 0.08, -0.18, 0.09, -0.19, 0.01, -0.23, -0.28, 0.03, -0.22, -0.14, 0.05, -0.17, 0.08, -0.18, 0.05, -0.18, 0.08, -0.16, 0.05, 0.09, 0.07, 0.09, 0.12, 0.11, 0.11, 0.10, 0.08, 0.13, 0.10, 0.05, -0.06, -0.57, -0.08, -0.06, -0.20, -0.11, -0.56, 0.74, -0.43, -0.34, -0.09, 0.01, -0.52, -0.03, -0.08, -0.04, 0.07, 0.08, 0.09, 0.08, 0.08, 0.08, 0.07, 0.09, 0.07, 0.09, 0.08, 0.10, 0.06, 0.08, 0.09, 0.08, 0.07, 0.06, 0.08, 0.08, -0.42, 1.33, -0.44, -0.27, -0.04, -0.10, -0.11, -0.05, -0.28, 0.04, 0.05, 0.06, 0.04, 0.12, 0.09, 0.09, 0.11, -0.07, -1.24, 0.13, 0.12

***

The following is a DFT calculation (the ωB97M-V functional and the def2-TZVPD basis) of a molecular structure, C14H30Br3IO4SSi.

```
54
Properties=species:S:1:pos:R:3:forces:R:3
C 3.267491 0.950549 0.256184 -0.4 0.3 -0.5
C 2.941789 0.385718 -1.136340 0.8 -0.5 0.0
C 4.195154 0.433481 -2.046397 -0.6 0.3 0.6
C 2.418316 -1.060950 -0.988203 -0.7 0.8 0.2
C 0.858069 -1.153268 -0.945436 0.9 -0.3 -0.4
C 0.347896 -2.013531 -2.092276 -0.2 0.1 -0.1
C 0.467493 -1.728286 0.398151 -0.1 -0.4 0.2
O -0.908437 -2.097545 0.543343 0.0 0.8 -0.1
Si -2.057754 -0.894408 0.554308 -0.4 -0.5 0.3
C -3.689424 -1.697201 0.059188 0.4 0.4 -0.5
C -4.628887 -0.921506 -0.897314 0.3 0.0 0.6
C -4.519594 0.593214 -0.829426 -0.6 0.0 -0.6
S -5.904561 1.374509 -1.692650 0.2 0.1 0.2
O -6.883731 0.417254 -2.061465 -0.3 -0.8 -0.2
O -6.307360 2.508561 -0.947740 0.0 0.8 0.2
O -5.234085 1.927193 -3.042075 0.5 -0.3 0.2
C -2.275543 -0.084527 2.241330 0.1 0.1 -0.2
C -1.036653 0.577499 2.793531 -0.1 0.4 -0.1
C -0.527893 1.729696 1.920238 0.1 -0.3 0.5
I -1.445489 1.339726 4.795353 0.0 -0.2 -0.1
H 2.598342 0.522141 0.994625 0.0 0.0 0.3
H 3.127324 2.026751 0.276505 0.1 0.2 0.1
H 4.298111 0.740309 0.516298 0.1 -0.2 0.3
H 2.196352 1.033838 -1.585004 -0.4 -0.1 -0.2
H 4.151590 1.322177 -2.663335 0.2 0.2 -0.2
H 5.073015 0.487921 -1.415868 0.4 0.0 -0.1
H 4.256337 -0.445315 -2.671510 0.1 -0.1 -0.3
H 2.792309 -1.427531 -0.038415 0.3 -0.3 0.1
H 2.804978 -1.698028 -1.771082 0.1 -0.2 -0.2
H 0.515510 -0.136326 -1.085798 -0.5 0.2 0.2
H -0.648041 -2.410503 -1.918292 -0.2 0.0 0.1
H 0.319770 -1.439583 -3.013180 0.0 0.1 -0.2
H 1.008993 -2.853594 -2.267021 0.1 -0.3 0.1
H 0.772480 -1.060343 1.204232 0.0 0.2 0.1
H 1.045157 -2.637961 0.535293 0.0 -0.3 0.1
H -1.693847 0.185657 -0.386259 0.1 0.0 -0.1
H -3.411806 -2.614718 -0.449109 0.1 -0.3 0.0
H -4.225560 -2.004286 0.948601 -0.1 0.0 0.3
H -4.450821 -1.233817 -1.919437 0.0 -0.1 -0.2
H -5.646178 -1.183592 -0.649393 -0.3 -0.1 -0.1
H -3.636607 0.973129 -1.320918 0.4 0.1 0.1
H -4.572671 0.998121 0.172309 0.0 0.0 0.3
H -4.622867 1.244568 -3.375179 -0.4 0.3 -0.2
H -3.021897 0.698175 2.098269 -0.2 0.1 -0.1
H -2.711383 -0.769825 2.958086 0.0 -0.4 0.1
H -0.239362 -0.140357 2.924381 0.1 -0.1 0.4
H -0.123843 2.513167 2.541469 0.2 0.3 0.1
H 0.284555 1.368405 1.295505 0.0 0.0 -0.4
H -1.315631 2.162843 1.315654 -0.2 0.0 -0.2
C 7.325896 1.034747 2.426286 -0.1 0.0 0.0
Br 7.482242 2.951724 2.489194 0.0 -0.1 0.0
Br 5.823809 0.409347 3.456495 0.0 0.0 0.0
Br 7.255238 0.391574 0.611623 0.1 0.0 0.1
H 8.216755 0.624200 2.876775 0.0 0.0 0.0
```
Forces are in eV/Å.

How positive or negative is each atom? The natural (NBO) charges in e answer that: -0.61, -0.22, -0.60, -0.37, -0.26, -0.61, -0.06, -0.89, 1.69, -0.89, -0.40, -0.68, 2.37, -0.93, -0.93, -0.87, -0.93, -0.25, -0.65, 0.03, 0.19, 0.21, 0.21, 0.19, 0.21, 0.20, 0.20, 0.20, 0.20, 0.20, 0.21, 0.21, 0.21, 0.16, 0.19, -0.24, 0.25, 0.24, 0.21, 0.24, 0.24, 0.25, 0.49, 0.23, 0.25, 0.21, 0.23, 0.21, 0.21, -0.50, 0.10, 0.09, 0.09, 0.23

***

In order of appearance, frontier orbital gap = 7.1; 5.9; 9.2 eV.
In order of appearance, relative energy (zero: lowest compared OMol25 entry of this formula, charge and spin) = 166.6; 116.4; 0.0 kJ/mol.